[1]
85
Properties=species:S:1:pos:R:3 method="wB97M-V/def2-TZVPD" charge=+1
N 0.2357 5.4850 2.9024
C -0.0659 4.9901 1.5003
C 1.1641 4.0557 0.9138
C 2.3981 4.6350 0.2456
P 2.6751 6.5109 0.0191
O 4.2566 6.8193 -0.7294
O 2.3966 7.4744 1.4453
S 1.3632 7.0970 -1.3426
C 3.5689 3.6088 -0.3663
O 4.8720 3.8771 -0.2586
C 2.9468 2.2210 -1.0627
C 3.6181 1.5580 -2.4378
C 4.9613 2.2241 -3.1413
C 6.3539 1.7266 -2.1443
C 6.9609 0.1443 -2.5217
O 6.0965 0.5266 -1.1760
C 2.9022 0.2004 -3.0967
C 3.4608 -0.4913 -4.4739
O 4.4588 -1.3718 -4.5802
N 2.7208 -0.1247 -5.7677
C 2.9911 1.3044 -6.1832
O 2.3982 2.3707 -5.5842
F 3.9025 1.6352 -7.3396
C 1.5947 -0.4003 -2.3110
C 0.9090 0.2325 -0.9513
C -0.4241 -0.4663 -0.3022
C -1.7263 -0.1858 -1.3135
C -2.2622 1.3916 -1.2058
C -3.6088 1.6522 -2.1564
O -3.7893 3.0991 -2.4800
C 1.5960 1.5777 -0.3148
C 1.0152 2.3928 1.0255
O 0.5157 1.7961 2.1104
H 0.0888 4.6265 3.5145
H 1.2918 5.6117 2.9129
H -0.3439 5.8449 0.7345
H -1.0205 4.2736 1.5257
H 4.0948 6.5983 -1.7139
H 1.7301 8.1764 1.1450
H 4.9859 3.3941 -3.1087
H 5.1692 1.7644 -4.1976
H 7.1884 2.6101 -1.8330
H 6.1787 -0.7064 -2.7106
H 7.8461 -0.1740 -1.7967
H 1.6847 -0.2197 -5.6158
H 1.0672 -1.3486 -2.7767
H -0.2865 -1.6378 -0.1206
H -0.7538 -0.0273 0.7413
H -2.5923 -0.8528 -0.8955
H -1.4137 -0.4522 -2.4120
H -2.5215 1.6557 -0.0716
H -1.4014 2.1437 -1.5332
H -4.5785 1.2322 -1.6114
H -3.4276 1.0646 -3.1702
H -4.0877 3.1520 -3.4558
C -4.3216 -3.4596 0.7194
C -4.3044 -4.0123 2.1345
N -3.2522 -5.1219 2.3736
C -3.5766 -6.2994 1.4213
C -3.4201 -5.7096 3.7956
C -3.1170 -4.7725 4.9497
C -1.7876 -4.6906 2.0511
C -1.2651 -3.4095 2.7267
O -2.0437 -2.2766 2.3609
C -2.0300 -1.2363 3.3338
H -4.6462 -4.2062 -0.0117
H -5.0418 -2.6330 0.6622
H -3.3563 -3.0652 0.3954
H -5.2809 -4.4577 2.3636
H -4.1418 -3.2212 2.8639
H -4.6187 -6.5956 1.5794
H -2.9031 -7.1284 1.6591
H -3.4157 -5.9824 0.3884
H -2.7746 -6.5933 3.8611
H -4.4623 -6.0440 3.8679
H -2.0458 -4.7536 5.1674
H -3.5925 -5.1565 5.8585
H -3.4781 -3.7533 4.8032
H -1.7428 -4.5628 0.9635
H -1.1515 -5.5412 2.3209
H -0.2423 -3.2292 2.3770
H -1.2046 -3.5225 3.8072
H -1.2530 -1.3677 4.0943
H -3.0087 -1.2110 3.8187
H -1.8752 -0.2821 2.8218

=====

[2]
12
Properties=species:S:1:pos:R:3 method="wB97M-V/def2-TZVPD" smiles="C#CC(=C)CS"
C 0.1271 -0.4289 1.1175
C -0.9925 0.1798 0.2604
C -1.7923 1.1017 0.6405
C -0.8067 -0.1378 -1.1063
C -0.7409 -0.7582 -2.1988
H 1.3919 0.8116 -0.5506
H 0.0975 0.0058 2.1139
H -0.0166 -1.5176 1.1988
H -2.6083 1.3907 0.0022
H -1.7955 1.5706 1.6937
H -1.0139 -0.9182 -3.1360
S 1.8235 -0.0676 0.3999

=====

[3]
12
Properties=species:S:1:pos:R:3 method="wB97M-V/def2-TZVPD" charge=-1
C 0.4841 1.6208 -0.0245
C -0.1405 0.5419 -0.8668
N -0.5917 -0.6328 -0.0455
O -1.2241 -1.6447 -0.7438
S 0.7013 -1.0816 2.5110
S -0.1898 0.4026 -2.5202
H 0.9199 1.1939 0.8099
H 1.1099 2.3094 -0.5969
H -0.3440 2.2993 0.2382
H 0.1282 -0.9046 0.6530
H 0.1033 -2.4015 2.2533
H -0.9564 -1.7028 -1.6677

=====

[4]
Molecular formula: C34H31N3O2
Method: DFT, ωB97M-V/def2-TZVPD

Geometry as XYZ:
```
70
C34H31N3O2 (ωB97M-V/def2-TZVPD)
C 0.4952 3.3258 3.1329
N -0.8478 3.1313 3.2894
O -1.6751 3.6338 2.4542
O -1.2777 2.4142 4.2384
C 1.4798 2.8635 4.0595
C 1.1754 2.3197 5.3354
C 2.1934 1.8563 6.1676
C 3.5353 1.9342 5.7673
C 3.8608 2.5017 4.5243
C 2.8531 2.9640 3.6895
H 0.7760 3.8646 2.2301
H 0.1340 2.2546 5.6286
H 1.9266 1.4328 7.1373
H 4.3278 1.5664 6.4188
H 4.9016 2.5889 4.2083
H 3.0582 3.4224 2.7203
C -4.8977 3.3385 -2.5807
N -4.9721 1.9955 -1.9889
C -5.8647 1.0826 -2.6279
C -5.5416 0.5002 -3.8613
C -6.4023 -0.4374 -4.4351
C -7.6045 -0.7687 -3.8023
C -7.9552 -0.1505 -2.5968
C -7.0945 0.7767 -2.0141
C -3.8266 1.5274 -1.3014
C -3.7532 1.6520 0.1052
C -2.6535 1.1906 0.7899
C -1.5376 0.5898 0.1229
C -0.4375 0.1697 0.9140
C 0.8282 -0.3302 0.5061
C 1.6532 -0.9557 1.4953
C 2.8785 -1.5046 1.1827
C 3.3693 -1.4562 -0.1427
N 4.5971 -2.0839 -0.4614
C 5.6848 -1.2125 -0.9303
C 4.6327 -3.4345 -0.9249
C 4.3124 -3.7346 -2.2582
C 4.3721 -5.0528 -2.7108
C 4.7669 -6.0747 -1.8405
C 5.1089 -5.7771 -0.5167
C 5.0496 -4.4617 -0.0590
C 2.6146 -0.7807 -1.1197
C 1.3831 -0.2262 -0.8055
C -1.6624 0.4277 -1.2898
C -2.7560 0.9225 -1.9836
H -4.2105 3.9576 -1.9924
H -4.5487 3.3034 -3.6258
H -5.8985 3.7891 -2.5651
H -4.6033 0.7787 -4.3468
H -6.1233 -0.9091 -5.3772
H -8.2722 -1.5031 -4.2502
H -8.8965 -0.3904 -2.1028
H -7.3358 1.2791 -1.0749
H -4.5948 2.1055 0.6330
H -2.6159 1.2804 1.8732
H -0.6070 0.1945 1.9937
H 1.2784 -0.9957 2.5196
H 3.4988 -1.9840 1.9431
H 6.5612 -1.8331 -1.1497
H 5.4005 -0.6483 -1.8315
H 5.9407 -0.4964 -0.1376
H 4.0122 -2.9184 -2.9199
H 4.1070 -5.2747 -3.7448
H 4.8124 -7.1033 -2.1954
H 5.4225 -6.5671 0.1660
H 5.3195 -4.1899 0.9636
H 3.0046 -0.7181 -2.1407
H 0.8589 0.3234 -1.5819
H -0.9074 -0.1149 -1.8505
H -2.8115 0.8295 -3.0714
```

Atomic partial charges in e from the Mulliken method, atoms 1 to 5: C -1.078; N 0.931; O -0.718; O -0.702; C 1.068

=====

[5]
60
Properties=species:S:1:pos:R:3 method="wB97M-V/def2-TZVPD" charge=+1
C 1.8556 3.1804 -3.3951
C 0.7021 2.4185 -2.7617
C 0.4933 1.0271 -3.3418
Cl 0.4491 1.0433 -5.1467
C -0.7848 0.3158 -2.8295
C -1.9854 0.8456 -3.6133
O -3.1446 0.6310 -2.7900
C -4.3101 1.0545 -3.3047
F -4.1732 2.0103 -4.1903
F -4.9808 0.0765 -3.8545
F -5.0430 1.5233 -2.3102
C -0.4753 -1.2023 -3.0092
N 0.3800 -1.3707 -1.8076
C 0.1479 -0.5627 -0.8646
C -1.0217 0.2764 -1.3070
P -1.5224 1.8281 -0.3766
C -3.0670 1.2930 0.4972
C -0.3030 2.1588 0.9892
C 0.4765 3.4650 0.6687
H 1.8560 3.1437 -4.4767
H 1.8000 4.2275 -3.1221
H 2.8045 2.8248 -3.0093
H -0.2248 2.9818 -2.7573
H 0.9842 2.2543 -1.7218
H 1.3920 0.4702 -3.1106
H -1.7925 1.8907 -3.7941
H -2.1136 0.3113 -4.5433
H -1.3486 -1.8373 -3.0018
H 0.2149 -1.3341 -3.8346
H 1.1124 -2.0733 -1.7659
H 0.6949 -0.5168 0.0561
H -1.8450 -0.4321 -1.1527
H -2.8358 0.5086 1.2170
H -3.5773 2.1373 0.9369
H -3.7133 0.8406 -0.2457
H 0.3586 1.3185 1.1849
H -0.8993 2.3381 1.8840
H 1.4729 3.1940 0.3392
H -0.0259 3.9812 -0.1405
H 0.4862 4.1447 1.5104
C -0.3912 2.1467 5.5914
Cl 1.2026 1.4854 5.9644
Cl -1.0819 1.1437 4.3075
Cl -1.4252 2.0991 7.0157
Cl -0.2318 3.8129 5.0264
C 3.3829 -1.5791 3.3405
Cl 5.0995 -1.1790 3.3455
Cl 2.7803 -1.5560 1.6624
Cl 3.1472 -3.1884 4.0190
Cl 2.4889 -0.3868 4.2961
C -2.0563 -3.7821 1.0216
Cl -3.3986 -2.7201 1.4518
Cl -2.2183 -5.3211 1.8528
Cl -2.0535 -4.0473 -0.7325
Cl -0.5285 -3.0127 1.4914
C 5.3609 -6.8624 4.5289
Cl 5.5213 -7.9049 3.1128
Cl 3.6753 -6.3427 4.6873
Cl 5.8390 -7.7504 5.9756
Cl 6.3935 -5.4406 4.3370

=====

[6]
47
Properties=species:S:1:pos:R:3 method="wB97M-V/def2-TZVPD" smiles="Cc1cc(OCCN2CCOCC2=O)nn1-c1ccc2ccccc2c1"
O -2.4804 -5.1714 0.1359
N -0.0410 -0.1104 -1.1423
O -1.7101 -1.4179 -2.2283
O -4.2487 -3.9426 3.0434
C -3.1603 -4.4110 0.8567
C -0.6666 -0.5336 -2.2020
C -0.0654 0.0612 -3.3662
C 0.9592 0.8690 -2.9187
C 4.8451 4.4790 2.0941
C 1.9371 0.8067 0.6747
C 4.6094 5.1257 0.8769
C 1.6955 1.4418 -0.5543
C 4.2578 3.2000 2.3553
C 2.7987 1.3687 1.6325
C 3.6906 4.5663 -0.0664
C 2.2919 2.7419 -0.7579
C 3.4099 2.6323 1.4011
C 3.0945 3.3276 0.2017
N 0.9114 0.8004 -1.5199
N -3.6795 -3.2033 0.3532
C 1.9069 1.6419 -3.8115
C -3.2496 -4.7236 2.3346
C -2.0407 -1.9156 -0.9411
C -4.1457 -2.5539 2.7313
C -3.3390 -2.7526 -1.0115
C -4.4708 -2.3455 1.2566
H -0.3743 -0.1666 -4.4123
H 5.5328 4.8978 2.8376
H 1.4801 -0.1704 0.8644
H 5.1050 6.0579 0.6563
H 4.4661 2.6946 3.2734
H 3.0264 0.7418 2.5053
H 3.5061 5.1146 -0.9999
H 2.0725 3.2594 -1.6814
H 1.7026 1.3860 -4.8606
H 2.9501 1.3827 -3.5676
H 1.7656 2.6938 -3.7003
H -3.5019 -5.7504 2.4507
H -2.2671 -4.5874 2.7511
H -2.1671 -1.1412 -0.1797
H -1.2246 -2.5181 -0.6377
H -3.1329 -2.2433 3.0021
H -4.8627 -1.9345 3.3069
H -4.1445 -2.1268 -1.4249
H -3.2039 -3.5985 -1.6725
H -5.5092 -2.6366 1.1390
H -4.3291 -1.3359 0.9219

=====

[7]
Molecular formula: C6H14O2
Method: DFT, ωB97M-V/def2-TZVPD

Geometry as XYZ:
```
22
C6H14O2 (ωB97M-V/def2-TZVPD)
C 0.3460 0.3304 2.0962
C -0.3934 -0.2476 0.8380
C -0.6639 0.5697 -0.1563
C -0.8536 2.0027 -0.2339
C -0.8867 2.6851 -1.3816
C -0.7133 -1.7131 0.9063
H -0.2226 0.2306 3.0204
H 1.3216 -0.1450 2.1515
H 0.4436 1.3819 1.8298
H -1.5645 -0.1510 -1.6786
H -0.9947 2.5924 0.6749
H -0.7621 2.2305 -2.3379
H -1.0633 3.7571 -1.3537
H 0.2736 -2.1812 0.7844
H -1.1741 -2.0353 1.8365
H -1.2063 -1.9647 -0.0312
H 0.2716 -1.5841 -2.8053
H -0.1460 -0.6374 -1.5861
O 0.4563 -1.4163 -1.8776
H 3.2007 -1.6188 -0.1473
H 1.8674 -1.0290 -0.6612
O 2.4637 -1.0569 0.1129
```

Atomic partial charges in e from the Mulliken method, atoms 1 to 5: C -1.142; C 0.638; C 0.206; C -0.285; C -0.928

=====

[8]
20
Properties=species:S:1:pos:R:3 method="wB97M-V/def2-TZVPD" charge=+1
C 2.0075 0.7201 -0.4591
C 1.0652 -0.3852 0.1633
C -0.2899 0.3280 0.5349
C -1.4498 -0.3166 0.4029
N -2.7020 0.3859 0.9526
N 2.8016 1.3069 0.7350
H 1.4576 1.5779 -0.8359
H 2.7494 0.1504 -1.0744
H 1.5393 -0.7946 1.0604
H 0.8622 -1.2631 -0.4603
H -0.3600 1.4290 0.7967
H -1.4275 -1.3076 0.2273
H -3.2522 -0.2849 1.5783
H -2.4207 1.0965 1.6052
H -3.3184 0.5027 0.1609
H 3.2699 0.6235 1.3374
H 3.4534 2.0866 0.5765
H -0.9943 -1.3725 -2.7819
H -1.8268 -2.5279 -2.5485
O -1.1646 -1.9552 -1.9711

=====

The following highest occupied orbital energy values (in eV) correspond, in order, to the records above: -10.321; -9.024; -3.398; -6.008; -11.429; -7.767; -8.771; -11.896.
The following lowest unoccupied orbital energy values (in eV) correspond, in order, to the records above: -3.78; 0.70; 3.26; -2.77; -4.00; 0.17; -0.15; -3.63.
The following max |F| values (in hartree/bohr) correspond, in order, to the records above: 0.193; 0.162; 0.121; 0.023; 0.038; 0.080; 0.069; 0.097.